Formula: C4H9N2
Source: the OMol25 dataset
Level of theory: wB97M-V/def2-TZVPD

Geometry (Å):
C (0.5752, 0.7000, 0.2558)
H (-2.5243, -0.7693, 0.1040)
H (0.9709, -1.1966, -0.3387)
H (-2.5949, 1.6584, -0.6468)
N (-0.8868, 0.4644, -0.0603)
H (-0.8704, -1.6095, -0.1964)
C (-1.5905, 1.5043, -0.2399)
H (0.6104, 0.6995, 1.3356)
H (-1.1530, -0.9313, 1.4468)
H (1.8661, -0.0014, -1.2825)
C (1.4871, -0.3364, -0.2946)
C (-1.3489, -0.8049, 0.3255)
N (0.8208, 2.0207, -0.3014)
H (1.3255, 2.7122, 0.2092)
H (2.4081, -0.5349, 0.4256)

Calculated values
Total charge: +1
Lowest unoccupied orbital energy (alpha / beta) (eV): -5.4 / -6.3
Energy relative to the best compared isomer or geometry (same formula, charge and spin) (kcal per mole): 154.0
Max |F| (eV Å⁻¹): 4.783
HOMO level (alpha / beta) (eV): -14.99 / -15.49

***

Formula: C4H9N2
Source: the OMol25 dataset
Level of theory: wB97M-V/def2-TZVPD

Geometry (Å):
H (-2.2967, 1.1063, 0.1375)
H (-0.9491, 0.9010, 1.4385)
N (0.6050, -0.5616, -0.1663)
H (2.3088, 0.0402, -1.1644)
C (-1.2508, 1.0950, 0.4488)
C (-0.7125, -0.0608, -0.4608)
H (2.6614, -0.4276, 0.4164)
H (-0.9092, 0.1692, -1.4792)
H (1.8196, 0.9861, 0.4197)
H (0.4388, -2.7041, 0.6971)
H (-1.9842, -2.0312, 0.2102)
N (-1.2236, -1.4503, -0.0298)
H (-0.8466, 1.9635, 0.1392)
C (1.9156, 0.0919, -0.1771)
C (0.0355, -1.7756, 0.2050)

Calculated values
Total charge: +1
Lowest unoccupied orbital energy (alpha / beta) (eV): -2.8 / -7.8
Expectation value of S²: 2.008
Energy relative to the best compared isomer or geometry (same formula, charge and spin) (kcal per mole): 44.8
Max |F| (eV Å⁻¹): 7.512
Spin multiplicity: 3
HOMO level (alpha / beta) (eV): -10.62 / -16.16

***

Formula: C4H9N2O
Source: the OMol25 dataset
Level of theory: wB97M-V/def2-TZVPD

Geometry (Å):
C (2.1615, 0.2909, -0.6007)
O (-4.0749, -0.8680, 1.3292)
C (0.4193, 0.1778, -1.9287)
C (1.0416, 0.2660, 0.1689)
H (2.0612, -0.1075, -2.8512)
H (-4.7385, -0.4658, 0.7666)
H (0.3602, -0.4115, 2.1744)
N (-0.0442, 0.1626, -0.6934)
H (-4.3446, -1.7791, 1.2368)
H (1.8924, 0.2576, 1.9998)
H (3.1387, 0.2243, -0.1474)
H (-0.0395, 0.1796, -2.9029)
C (0.8578, 0.3934, 1.6298)
H (-0.9932, 0.2151, -0.3459)
H (0.5253, 1.3364, 2.0734)
N (1.7771, 0.1280, -1.9086)

Calculated values
Total charge: +1
Lowest unoccupied orbital energy (eV): -3.4
Energy relative to the best compared isomer or geometry (same formula, charge and spin) (kcal per mole): 25.1
Max |F| (eV Å⁻¹): 3.435
HOMO level (eV): -14.28

***

Formula: C4H9N2O
Source: the OMol25 dataset
Level of theory: wB97M-V/def2-TZVPD

Geometry (Å):
N (0.5570, 1.3941, -0.8197)
H (-0.7405, -1.6993, -0.2209)
N (-1.2775, 0.4837, 0.7650)
H (1.9038, -1.9257, 0.4533)
C (2.0584, 0.0516, 0.3830)
H (-0.7525, 0.9648, 1.5379)
H (-2.1989, 1.0601, 0.6458)
H (2.9188, 0.0445, 1.0279)
H (0.4873, -1.5087, -1.5185)
C (-0.3392, 0.4614, -0.7167)
H (-1.4278, -0.5323, 0.9210)
H (0.2919, 2.4072, -0.8714)
C (0.1221, -1.1044, -0.6075)
O (1.7267, 1.3103, 0.0550)
H (-1.0045, 0.4380, -1.5332)
C (1.3097, -1.0506, 0.2235)

Calculated values
SMILES string: [NH3+][C@@H]1CC=CON1
Total charge: +1
Lowest unoccupied orbital energy (eV): -3.6
Energy relative to the best compared isomer or geometry (same formula, charge and spin) (kcal per mole): 105.3
Max |F| (eV Å⁻¹): 5.143
HOMO level (eV): -12.99

***

Formula: C4H9N2O
Source: the OMol25 dataset
Level of theory: wB97M-V/def2-TZVPD

Geometry (Å):
O (-0.3688, 0.6902, 3.2849)
C (0.9330, -0.9801, 0.5535)
H (1.3697, -1.0047, -1.6097)
H (0.5123, 0.5535, 3.6063)
H (0.1218, 1.6322, -0.8959)
C (-0.9927, 0.3238, -1.8945)
H (-1.5852, 1.2187, -2.1607)
H (1.3282, -1.9366, 0.5761)
H (-1.7720, -0.1635, 1.9200)
C (1.1842, -0.2196, -0.8279)
N (0.1777, -0.6291, 1.4754)
N (0.1987, 0.7112, -1.3119)
C (-0.7167, -0.0039, 2.2202)
H (-0.8370, -0.2943, -2.8930)
H (-1.7816, -0.1570, -1.3151)
H (2.2285, 0.2593, -0.7279)

Calculated values
SMILES string: CNCC=[N+]=CO
Total charge: +1
Lowest unoccupied orbital energy (eV): -4.7
Energy relative to the best compared isomer or geometry (same formula, charge and spin) (kcal per mole): 81.7
Max |F| (eV Å⁻¹): 4.425
HOMO level (eV): -12.87

***

Formula: C4H9N2O
Source: the OMol25 dataset
Level of theory: wB97M-V/def2-TZVPD

Geometry (Å):
H (6.1397, -3.4051, -0.5124)
H (0.3182, 2.6777, 0.6271)
H (-3.7460, 0.5884, 1.0201)
H (0.7497, 0.9671, -1.2361)
N (0.2092, 0.7406, -0.4038)
C (-1.8487, 0.3387, 0.1911)
C (-3.2146, -0.1632, 0.3932)
O (6.3302, -2.4781, -0.4157)
C (-0.1466, 1.7272, 0.3684)
C (-0.8202, -0.1914, -0.5757)
H (-0.8048, -0.7891, -1.4755)
H (-3.3892, -1.0939, 0.9506)
H (-3.8521, -0.1391, -0.5062)
H (-1.5772, 1.8712, 1.7241)
H (7.0673, -2.1632, -0.9404)
N (-1.4147, 1.5122, 0.7911)

Calculated values
Total charge: +1
Lowest unoccupied orbital energy (eV): -3.8
Energy relative to the best compared isomer or geometry (same formula, charge and spin) (kcal per mole): 34.3
Max |F| (eV Å⁻¹): 2.919
HOMO level (eV): -13.34

***

Formula: C4H9N2O
Source: the OMol25 dataset
Level of theory: wB97M-V/def2-TZVPD

Geometry (Å):
C (-1.0667, 0.6174, -0.3755)
N (0.5268, 0.3430, 0.4123)
H (-0.9027, -2.6723, 0.0198)
H (1.0613, -1.6145, 1.1611)
H (0.4720, 0.8963, 1.2553)
C (0.3743, -1.1186, 0.5712)
C (1.7571, 0.7408, -0.3245)
H (-1.7196, 0.7259, 1.4154)
H (2.1263, -0.2099, -0.7682)
N (-1.4109, -0.6273, -0.6839)
H (2.4954, 1.2254, 0.2925)
O (-1.5999, 1.3661, 0.6813)
C (-0.7333, -1.6027, -0.0212)
H (-2.0374, -0.7934, -1.4529)
H (1.4294, 1.4377, -1.0189)
H (-0.7721, 1.2862, -1.1638)

Calculated values
SMILES string: C[N@@H+]1C=CN[C@H]1O
Total charge: +1
Lowest unoccupied orbital energy (eV): -3.0
Energy relative to the best compared isomer or geometry (same formula, charge and spin) (kcal per mole): 66.2
Max |F| (eV Å⁻¹): 5.734
HOMO level (eV): -13.84

***

Formula: C4H9N2O
Source: the OMol25 dataset
Level of theory: wB97M-V/def2-TZVPD

Geometry (Å):
H (0.5323, -0.4050, -1.4118)
N (-1.7860, -0.9303, -0.0408)
H (-3.0365, 0.5685, -0.6232)
C (-2.0382, 0.3740, -0.1847)
H (0.2680, 0.7560, 1.5711)
C (2.0752, -0.7005, -0.0272)
O (-0.6923, -1.4138, 0.4688)
H (2.8690, 0.0301, -0.2122)
H (2.1894, -1.1076, 1.0482)
H (-1.2737, 2.3167, 0.1459)
H (0.8543, 1.8717, 0.3034)
H (-2.1213, -1.6679, -0.6536)
H (2.2838, -1.6668, -0.5962)
C (0.7277, -0.2356, -0.3011)
C (0.2464, 0.9243, 0.4094)
N (-1.0980, 1.2861, 0.1040)

Calculated values
Total charge: +1
Lowest unoccupied orbital energy (eV): -4.5
Energy relative to the best compared isomer or geometry (same formula, charge and spin) (kcal per mole): 107.5
Max |F| (eV Å⁻¹): 4.591
HOMO level (eV): -13.81

***

Formula: C4H9N2O
Source: the OMol25 dataset
Level of theory: wB97M-V/def2-TZVPD

Geometry (Å):
C (0.6506, 0.2455, 1.1297)
H (0.3687, 1.6119, -0.6134)
H (1.1291, -0.5092, 1.6808)
H (0.3359, -2.0636, 0.3970)
H (-1.5132, 1.7306, 0.4058)
C (-1.6192, 0.6440, 0.1638)
H (-0.9026, -2.0280, -0.6082)
O (-2.7046, 0.3739, -0.4872)
C (-0.6134, -0.2142, 0.4528)
C (1.0078, 0.7675, -0.1725)
H (2.6757, -0.4670, -0.6946)
H (0.3718, 1.0258, 1.7952)
N (1.9178, 0.1718, -1.0004)
N (-0.4174, -1.5178, 0.1237)
H (-2.9630, -0.5642, -0.8265)
H (2.2760, 0.7930, -1.7459)

Calculated values
Total charge: +1
Lowest unoccupied orbital energy (alpha / beta) (eV): -3.3 / -6.2
Expectation value of S²: 2.009
Energy relative to the best compared isomer or geometry (same formula, charge and spin) (kcal per mole): 0.0
Max |F| (eV Å⁻¹): 6.351
Spin multiplicity: 3
HOMO level (alpha / beta) (eV): -10.14 / -15.07

***

Formula: C4H9N2O2
Source: the OMol25 dataset
Level of theory: wB97M-V/def2-TZVPD

Geometry (Å):
C (-0.7765, 1.1039, 0.0109)
H (0.5950, -2.4085, -1.0220)
N (-0.2144, 2.4566, 0.4946)
C (0.9443, -2.7359, -0.0356)
C (-0.9389, 0.2462, 1.2775)
H (1.6932, 0.3929, -1.9696)
C (-0.0778, 0.2871, -1.0788)
N (1.2069, 0.5773, -1.0709)
O (0.9348, -3.9365, 0.2680)
H (-1.3880, -0.7076, 0.9293)
H (-0.1599, 2.9839, -0.4320)
H (-0.0276, 0.0274, 1.8505)
H (0.8202, 2.1801, 0.5509)
O (-0.7349, -0.5881, -1.7533)
H (1.5546, -1.9602, 0.5018)
H (-1.7425, 1.3343, -0.4331)
H (-1.6886, 0.7471, 1.9118)

Calculated values
Total charge: -1
Lowest unoccupied orbital energy (eV): 3.9
Energy relative to the best compared isomer or geometry (same formula, charge and spin) (kcal per mole): 48.6
Max |F| (eV Å⁻¹): 3.588
HOMO level (eV): -3.92

***

Formula: C4H9N2O2
Source: the OMol25 dataset
Level of theory: wB97M-V/def2-TZVPD

Geometry (Å):
C (0.4140, 0.1815, -0.9528)
H (-3.0264, -0.2149, 1.6012)
H (1.2870, 0.7666, 0.8783)
H (-2.2151, 0.8884, 0.3076)
O (3.5482, 1.1311, 0.0786)
N (1.3868, 0.7516, -0.1025)
H (-1.0276, -1.4479, 1.6140)
C (-2.1527, 0.2191, 1.1861)
C (2.6478, 0.5157, -0.5901)
H (-1.3240, -1.1389, -1.2363)
O (2.8729, -0.1028, -1.6072)
H (0.9680, -0.1180, -1.9341)
N (-0.8771, -0.6694, 0.9860)
H (-0.2715, 1.1513, -1.2113)
C (-0.4864, -0.9505, -0.4613)
H (0.0381, -1.9811, -0.4843)
H (-1.7820, 1.0181, 1.9281)

Calculated values
SMILES string: CNCCNC(=O)[O-]
Total charge: -1
Lowest unoccupied orbital energy (eV): 3.4
Energy relative to the best compared isomer or geometry (same formula, charge and spin) (kcal per mole): 52.4
Max |F| (eV Å⁻¹): 5.797
HOMO level (eV): -3.23

***

Formula: C4H9N2O2
Source: the OMol25 dataset
Level of theory: wB97M-V/def2-TZVPD

Geometry (Å):
O (3.5836, 0.2671, -0.9345)
H (1.3789, -0.9192, -1.3868)
H (-1.4792, 0.8794, 1.8581)
C (-1.4229, 0.3278, -0.7790)
C (-0.4663, 0.5087, 0.3308)
H (-0.2318, -1.5620, 0.2848)
N (-2.4463, -0.4908, -0.0754)
N (1.5682, -0.8575, -0.3567)
H (0.1322, 1.4151, 0.0237)
H (0.9180, -0.7044, 1.4940)
C (0.4011, -0.6471, 0.5215)
H (-1.0689, 0.8726, 1.1991)
O (2.5208, 0.5366, 1.1681)
H (-3.2109, -0.8191, -0.4876)
C (2.5935, 0.0662, -0.0791)
H (-0.9406, -0.2584, -1.5933)
H (-1.8294, 1.3851, -1.1877)

Calculated values
Total charge: -2
Lowest unoccupied orbital energy (alpha / beta) (eV): 7.0 / 7.0
Expectation value of S²: 0.754
Energy relative to the best compared isomer or geometry (same formula, charge and spin) (kcal per mole): 120.5
Max |F| (eV Å⁻¹): 6.394
Spin multiplicity: 2
HOMO level (alpha / beta) (eV): 1.37 / 1.33

***

Formula: C4H9N2O2
Source: the OMol25 dataset
Level of theory: wB97M-V/def2-TZVPD

Geometry (Å):
H (-1.8032, 0.1932, -2.5926)
H (0.2515, 1.2915, 2.7369)
H (2.3865, -1.6418, -1.2084)
O (0.3906, -0.1880, 1.0256)
C (1.8255, -1.4066, -2.1125)
C (-0.2570, -0.0578, -1.1916)
H (2.1740, -1.7754, -3.1421)
N (-1.4070, 1.2216, 0.4668)
H (-1.9267, 1.4210, -0.4131)
N (0.6819, -0.6924, -1.9845)
H (-1.6659, 1.6658, 1.3062)
H (0.1314, -0.8319, -2.7836)
C (0.3728, 0.1110, 2.4679)
H (1.4045, -0.1129, 2.8535)
C (-0.4104, 0.4076, 0.1945)
O (-1.3089, 0.6881, -1.9390)
H (-0.4807, -0.4887, 2.9583)

Calculated values
SMILES string: C=[NH+]/C(O)=C(/N)OC
Total charge: +1
Lowest unoccupied orbital energy (alpha / beta) (eV): -4.3 / -4.3
Energy relative to the best compared isomer or geometry (same formula, charge and spin) (kcal per mole): 89.9
Max |F| (eV Å⁻¹): 3.092
HOMO level (alpha / beta) (eV): -11.94 / -11.94

***

Formula: C4H9N2O2
Source: the OMol25 dataset
Level of theory: wB97M-V/def2-TZVPD

Geometry (Å):
N (-0.0874, 0.5509, -0.4935)
C (1.6316, 0.7835, -0.4211)
C (1.8509, 2.0512, 0.3578)
C (-2.1363, -0.6384, 0.3031)
C (0.2653, -1.4679, 0.5300)
H (1.9535, 2.8378, -0.5210)
H (-2.5306, -0.9860, -0.7212)
N (-0.7003, -0.4999, 0.1443)
H (2.6719, 2.0325, 0.9540)
O (2.3098, 0.1015, -1.0394)
H (-2.2973, -1.3805, 1.0409)
H (0.8574, -1.7234, -0.3693)
H (-2.6422, 0.3423, 0.4740)
H (-0.0324, -2.4617, 0.8779)
H (0.9768, 2.4605, 0.8950)
H (0.8692, -1.1595, 1.2959)
O (-0.6039, 1.4266, -1.1089)

Calculated values
SMILES string: CC(=O)[N+](=O)N(C)C
Total charge: +1
Lowest unoccupied orbital energy (alpha / beta) (eV): -5.2 / -5.2
Energy relative to the best compared isomer or geometry (same formula, charge and spin) (kcal per mole): 113.2
Max |F| (eV Å⁻¹): 5.333
HOMO level (alpha / beta) (eV): -15.15 / -15.15

***

Formula: C4H9N2O2
Source: the OMol25 dataset
Level of theory: wB97M-V/def2-TZVPD

Geometry (Å):
N (-0.7469, -0.9056, 0.1681)
H (3.5583, -0.5191, -0.1557)
C (-1.7202, 1.3788, 0.4227)
H (0.4868, -1.7443, -1.2843)
O (1.4631, 2.0830, -0.0607)
H (-2.0676, 1.0450, 1.4462)
H (0.9856, -2.3106, 0.1708)
C (-0.7400, 0.4175, -0.2730)
H (-1.5929, -1.4900, -0.3166)
C (1.0484, 0.9971, -0.0788)
H (-0.8359, -0.9337, 1.1480)
C (0.5646, -1.3619, -0.2600)
O (2.8412, -0.5015, 0.4646)
H (-1.2870, 2.3646, 0.1783)
N (1.5802, -0.2449, -0.0570)
H (-0.8069, 0.3911, -1.3963)
H (-2.7308, 1.3347, -0.1163)

Calculated values
SMILES string: C[C@@H]1[NH2+]CN(O)C1=O
Total charge: +1
Lowest unoccupied orbital energy (eV): -4.0
Energy relative to the best compared isomer or geometry (same formula, charge and spin) (kcal per mole): 104.8
Max |F| (eV Å⁻¹): 5.551
HOMO level (eV): -14.10